A | ORCA calculation (ωB97M-V/def2-TZVPD) on 2 unconnected molecules or ions with the total composition C24H30N2O2.

Atoms and positions in Å:
C -2.3253 3.4442 -2.3480
C -1.7649 2.5370 -1.2585
N -2.6909 2.0081 -0.2776
C -2.9957 2.7424 0.9293
C -4.0112 3.8822 0.8275
C -3.5261 0.8713 -0.5738
C -3.9046 0.6368 -2.0313
H -1.5041 3.7582 -2.9955
H -3.0583 2.9174 -2.9631
H -2.7847 4.3416 -1.9216
H -1.2661 1.6674 -1.7292
H -1.0009 3.0931 -0.6833
H -3.3957 2.0064 1.6460
H -2.0475 3.1335 1.3289
H -4.1011 4.3617 1.8088
H -3.7082 4.6454 0.0975
H -5.0077 3.5020 0.5615
H -3.0375 -0.0441 -0.1844
H -4.4522 0.9948 0.0088
H -4.5636 -0.2402 -2.0754
H -4.4745 1.4714 -2.4641
H -3.0234 0.4396 -2.6531
O 4.2113 -0.5260 -3.1342
C 4.1219 -1.7124 -2.7549
O 4.9043 -2.5591 -2.2809
C 2.6626 -2.2862 -2.7789
C 2.5511 -3.8187 -2.8270
C 2.2094 -4.2071 -1.4328
C 2.0260 -3.0553 -0.6440
C 1.6947 -3.1653 0.7120
C 1.6017 -4.4397 1.2793
C 1.7919 -5.5869 0.4834
C 2.1018 -5.4718 -0.8757
N 2.2511 -1.9264 -1.4364
C 2.1489 -0.6358 -1.0816
C 2.0890 -0.2407 0.2560
C 1.2363 0.7397 0.7155
C 1.1934 1.1334 2.0917
C 0.3527 2.1884 2.5512
C 0.1373 2.3958 3.9164
C 0.8155 1.6181 4.8718
C 1.7510 0.6623 4.4420
C 1.9597 0.4448 3.0824
H 2.0686 -1.7516 -3.5225
H 1.7510 -4.0598 -3.5407
H 3.4842 -4.2850 -3.1567
H 1.5209 -2.2784 1.3092
H 1.3958 -4.5496 2.3453
H 1.7125 -6.5810 0.9356
H 2.2843 -6.3364 -1.5146
H 2.2663 0.0697 -1.9094
H 2.7767 -0.7538 0.9367
H 0.5805 1.2255 -0.0053
H -0.1039 2.8501 1.8046
H -0.5608 3.1758 4.2445
H 0.6079 1.7431 5.9317
H 2.3222 0.0805 5.1747
H 2.7268 -0.2704 2.7621

The value obtained for the HOMO energy is -8.0 eV. The orbital gap is 0.236 hartree.

=====

B | ORCA calculation (ωB97M-V/def2-TZVPD) on a single C24H30N2O2 molecule.

Atoms and positions in Å:
C -0.8058 3.8900 -1.9348
H -0.8641 4.9571 -2.1311
H 0.1630 3.5276 -2.2716
H -1.5862 3.3924 -2.5055
C -0.9923 3.6289 -0.4423
N -0.9352 2.2272 -0.1154
C -2.0124 1.5053 0.2479
O -3.1361 1.9386 0.3658
C -1.5501 0.0469 0.4729
C -1.8684 -0.7646 -0.7728
C -1.9745 -0.1696 -2.0240
C -2.2350 -0.9310 -3.1503
C -2.3905 -2.3016 -3.0463
C -2.2904 -2.9044 -1.8041
C -2.0336 -2.1431 -0.6789
H -1.9692 -2.6246 0.2858
H -2.4159 -3.9732 -1.7094
H -2.5942 -2.8949 -3.9254
H -2.3195 -0.4483 -4.1133
H -1.8716 0.8995 -2.1277
C -2.2854 -0.5377 1.6583
C -1.6600 -1.0091 2.8049
C -2.4041 -1.5264 3.8525
C -3.7835 -1.5770 3.7744
C -4.4164 -1.1151 2.6327
C -3.6748 -0.6086 1.5826
H -4.1731 -0.2518 0.6956
H -5.4932 -1.1529 2.5581
H -4.3602 -1.9771 4.5954
H -1.8976 -1.8918 4.7346
H -0.5848 -0.9940 2.8993
C -0.0208 0.2253 0.6464
H 0.1674 0.4948 1.6898
C 0.2841 1.4611 -0.2040
H 0.5036 1.1776 -1.2402
H 1.1300 2.0326 0.1809
C 0.8140 -0.9991 0.2869
H 0.4074 -1.8720 0.8004
C 2.2833 -0.8508 0.6958
N 2.9375 0.2163 -0.0424
C 4.0118 0.8935 0.6637
C 5.3116 0.0796 0.6801
O 5.7275 -0.2264 -0.6341
C 4.7275 -0.9423 -1.3279
C 3.4045 -0.1641 -1.3664
H 2.6398 -0.7601 -1.8652
H 3.5569 0.7590 -1.9347
H 5.1118 -1.0987 -2.3370
H 4.5759 -1.9233 -0.8502
H 6.1249 0.6515 1.1296
H 5.1657 -0.8501 1.2531
H 3.6938 1.1179 1.6832
H 4.2000 1.8363 0.1390
H 2.7799 -1.8245 0.5643
H 2.3265 -0.6013 1.7592
H 0.7438 -1.1872 -0.7853
H -0.2181 4.1558 0.1274
H -1.9752 3.9820 -0.1201

The value obtained for the HOMO energy is -8.3 eV. As for the SMILES: CCN1C[C@H](CCN2CCOCC2)C(c2ccccc2)(c2ccccc2)C1=O. The orbital gap is 0.331 hartree.

=====

Most stable = B

=====

A | ORCA calculation (ωB97M-V/def2-TZVPD) on 2 unconnected molecules or ions with the total composition C5H14O.

Atoms and positions in Å:
C -2.8510 -0.1521 -1.1210
C -2.2544 0.3566 -2.4946
H -2.2021 -0.9135 -0.6348
H -2.6161 0.7765 -0.4508
H -3.9086 -0.4632 -1.0520
H -2.7805 -0.1684 -3.3458
H -1.2662 0.0533 -2.6460
H -2.2510 1.4932 -2.5218
C 1.2822 0.4241 0.9019
C 1.7167 -0.1964 -0.4838
C 0.1570 -0.5869 1.5625
O 2.2056 0.2369 1.8969
H 0.9958 1.3710 0.6036
H 2.2236 -1.1301 -0.2966
H 0.2094 -1.5739 1.2017
H 0.2297 -0.6604 2.6537
H -0.9432 -0.3870 1.3998
H 3.0241 0.7229 1.6966
H 2.4360 0.2398 -0.9270
H 0.9014 -0.3275 -1.0454

The value obtained for the HOMO energy is -10.2 eV. As for the SMILES: CC(C)O.CC. The orbital gap is 0.407 hartree.

=====

B | ORCA calculation (ωB97M-V/def2-TZVPD) on 2 unconnected molecules or ions with the total composition C5H14O.

Atoms and positions in Å:
C 1.9295 0.6222 1.7589
C 1.3677 -1.5357 -0.4303
C -0.8035 -0.5065 -0.8643
C 0.5724 0.1962 1.2516
C 0.5385 -0.2389 -0.2361
H 1.7814 1.1430 2.7198
H 2.4079 1.3197 1.0508
H 2.6070 -0.2326 1.9227
H 0.9619 -2.3276 0.2214
H 2.4243 -1.3667 -0.1625
H 1.3211 -1.8825 -1.4763
H -0.7796 -0.6041 -1.9627
H -1.3074 0.4401 -0.6061
H -1.3913 -1.3426 -0.4495
H 0.2375 -0.5782 1.9682
H -0.1212 1.0549 1.3355
H 0.9587 0.6207 -0.7968
O -3.9894 1.6732 -2.0584
H -4.5717 2.4519 -1.9075
H -4.1434 1.0935 -1.2783

The value obtained for the HOMO energy is -10.6 eV. As for the SMILES: CCC(C)C.O. The orbital gap is 0.423 hartree.

=====

Most stable = B